Record 1
Below is a molecular structure, C24H41AuF3O3P2S in a non-equilibrium geometry, with properties calculated with the ωB97M-V functional and the def2-TZVPD basis.

Atoms and positions in Å:
Au 0.5944 1.8318 0.3666
C 0.7659 3.4920 -1.1550
C -0.5904 3.4497 -0.6364
C 0.8542 3.9843 1.1393
C 1.6609 3.8084 -0.0514
C -0.5382 3.7793 0.7820
C 1.1600 3.2939 -2.5680
H 0.4422 2.6679 -3.1119
H 2.1539 2.8355 -2.6670
H 1.1954 4.2686 -3.0795
C 3.1284 3.9600 -0.1208
H 3.5469 3.5395 -1.0434
H 3.6244 3.4495 0.7154
H 3.4090 5.0211 -0.0774
C 1.3761 4.3413 2.4799
H 1.4888 5.4295 2.5710
H 2.3624 3.8873 2.6567
H 0.7156 4.0048 3.2912
C -1.7058 3.9192 1.6838
H -2.0157 4.9747 1.7191
H -1.4808 3.6078 2.7135
H -2.5680 3.3378 1.3345
C -1.8221 3.2419 -1.4342
H -2.2286 4.2190 -1.7449
H -2.6121 2.7269 -0.8699
H -1.6341 2.6634 -2.3481
C -0.2688 -4.9674 -1.8414
C -0.9335 -4.3015 -2.7935
C -2.3910 -4.3216 -3.1449
C -3.3652 -4.8656 -2.0716
C -3.3111 -4.0997 -0.7826
C -2.4710 -4.2485 0.2490
C -1.3517 -5.2273 0.4458
C -0.8001 -5.9283 -0.8192
H -2.5410 -4.8878 -4.0794
H -3.1929 -5.9370 -1.9216
H -2.6876 -3.2858 -3.3842
H -1.5614 -6.5960 -1.2369
H 0.8146 -4.7808 -1.7745
H -0.3364 -3.6492 -3.4447
H 0.0291 -6.5830 -0.4901
H -0.5205 -4.6853 0.9290
H -2.6184 -3.5753 1.1035
H -1.6559 -5.9979 1.1742
H -4.3866 -4.7786 -2.4880
H -4.0578 -3.2945 -0.6977
P 0.8327 -0.1367 -0.8343
C 2.4319 -0.7309 -1.2918
C -0.2244 -0.3898 -2.2525
P -0.7101 0.2024 1.4480
C 0.1439 -1.1576 0.5382
C -2.4465 0.0958 1.0376
C -0.5935 -0.0711 3.1930
H 3.1699 -0.4752 -0.5236
H 2.7350 -0.2632 -2.2411
H 2.3905 -1.8235 -1.4315
H -0.3647 -1.4743 -2.4066
H 0.2639 0.0267 -3.1484
H -1.2063 0.0878 -2.1447
H -0.9464 -1.0874 3.4299
H -1.2282 0.6568 3.7207
H 0.4423 0.0568 3.5285
H 0.9843 -1.5073 1.1567
H -0.4893 -2.0142 0.2371
H -3.0194 0.7416 1.7221
H -2.7834 -0.9450 1.1766
H -2.6592 0.4100 0.0091
F 5.1952 0.6181 3.6654
C 4.3152 1.5834 3.3950
F 3.6063 1.8846 4.4921
F 4.9580 2.6808 2.9558
S 3.0893 0.9215 1.9712
O 3.7476 1.2755 0.7489
O 2.9934 -0.4903 2.1747
O 1.6965 1.6006 2.1972

For the orbital gap (alpha / beta), the calculation gives 7.316 / 7.165 eV. As for the net charge: +1. The lowest unoccupied orbital energy (alpha / beta) comes out at -0.074 / -0.158 Ha. The expectation value of S² is 2.01. Its spin multiplicity is 3.

Atomic partial charges in e from the Löwdin method, atoms 1 to 4: 0.9788, -0.2900, -0.2855, -0.2609

=====

Record 2
Below is 13 unconnected molecules or ions with the total composition C24H41B2N12O4 in a non-equilibrium geometry, with properties calculated with the ωB97M-V functional and the def2-TZVPD basis.

Atoms and positions in Å:
O 1.6861 -0.2512 2.3520
B 1.8069 -0.7761 0.9776
O 0.7002 -0.4165 0.0695
B -0.5878 -0.2784 0.7767
O -1.1530 1.1128 0.8647
O -1.3964 -1.3647 1.3636
H 1.7387 0.7544 2.3826
H 1.9049 -1.9688 1.0399
H 2.8459 -0.4096 0.5049
H -0.5186 1.6128 1.4909
H -1.7556 -1.0893 2.2608
C -4.4239 -3.0546 3.4724
C -3.3686 -2.0796 3.9684
N -2.4930 -1.2708 4.3798
H -4.6968 -2.8156 2.4408
H -4.0352 -4.0760 3.5104
H -5.3163 -2.9895 4.1010
C 6.2766 -0.1802 -0.2636
C 5.1506 0.8123 -0.0239
N 4.2166 1.6358 0.1748
H 5.9319 -0.9834 -0.9208
H 7.1252 0.3248 -0.7332
H 6.6010 -0.6125 0.6870
C -3.6270 3.6546 2.7228
C -2.1636 4.0116 2.9267
N -0.9496 4.3079 3.0957
H -4.2321 4.0914 3.5221
H -3.9747 4.0414 1.7609
H -3.7509 2.5682 2.7356
C 5.3005 1.7609 -4.3160
C 6.1120 0.4892 -4.1294
N 6.7854 -0.5656 -3.9746
H 5.0606 2.1963 -3.3420
H 5.8737 2.4868 -4.8992
H 4.3699 1.5350 -4.8440
C 6.5793 4.7218 -0.4524
C 7.1648 3.9305 -1.6106
N 7.6505 3.2741 -2.5716
H 7.3753 5.2551 0.0748
H 5.8518 5.4473 -0.8265
H 6.0804 4.0452 0.2468
C -4.5494 -1.6283 7.9788
C -5.6009 -2.1712 7.0248
N -6.4732 -2.6215 6.2333
H -3.5492 -1.8499 7.5964
H -4.6605 -0.5451 8.0788
H -4.6649 -2.0905 8.9630
C 9.6305 2.1894 -5.4185
C 11.0527 2.5731 -5.7933
N 12.2325 2.8916 -6.1044
H 9.2845 2.8082 -4.5860
H 8.9661 2.3393 -6.2739
H 9.5946 1.1381 -5.1196
C 0.6836 0.7953 5.0162
C 0.2343 1.0214 6.4506
N -0.1386 1.2089 7.6405
H 1.7678 0.6569 4.9827
H 0.1981 -0.0960 4.6095
H 0.4157 1.6588 4.4011
C 2.8682 -2.7398 -5.1880
C 3.0362 -1.4028 -4.4847
N 3.1756 -0.2937 -3.9010
H 3.5575 -2.8049 -6.0344
H 3.0803 -3.5563 -4.4923
H 1.8431 -2.8417 -5.5550
C -7.9438 -2.8827 0.9625
C -6.8817 -3.9666 1.0493
N -6.0005 -4.8657 1.1212
H -8.1319 -2.4648 1.9554
H -7.6068 -2.0827 0.2976
H -8.8743 -3.3030 0.5710
C -5.0813 -3.7267 -2.4553
C -6.2073 -2.7341 -2.2156
N -7.1414 -1.9106 -2.0169
H -5.4260 -4.5299 -3.1125
H -4.2328 -3.2217 -2.9249
H -4.7569 -4.1590 -1.5047
C -7.9742 0.9319 -4.4645
C -6.8283 1.2802 -5.4005
N -5.8778 1.5692 -6.1771
H -7.9557 1.5903 -3.5916
H -8.9292 1.0541 -4.9827
H -7.8804 -0.1051 -4.1304

For the orbital gap, the calculation gives 5.622 eV. As for the net charge: -1. The lowest unoccupied orbital energy comes out at 0.068 Ha.

Atomic partial charges in e from the Löwdin method, atoms 1 to 4: -0.1063, -0.7461, 0.0328, -0.5634